1.
This record from OMol25 describes a cluster of 9 separate species, C26H38Br14N2O4 in total. The level of theory is wB97M-V/def2-TZVPD.

```
84
Properties=species:S:1:pos:R:3:lowdin_charge:R:1
Br 2.80 -3.72 -4.53 0.6269
C 3.14 -1.77 -4.69 -0.6836
C 2.57 -1.09 -3.56 -0.7100
Br 2.82 0.88 -3.71 0.6887
H 2.61 -1.49 -5.60 0.0523
H 4.22 -1.64 -4.83 0.0722
H 2.95 -1.48 -2.61 0.0481
H 1.51 -1.34 -3.46 0.0135
Br 2.25 5.10 -3.99 0.5358
C 2.44 4.05 -2.19 -0.5769
C 1.03 3.69 -1.73 -0.5983
Br 0.97 2.73 0.03 0.7209
H 3.04 4.60 -1.46 0.0600
H 3.02 3.16 -2.43 -0.0406
H 0.42 3.02 -2.34 0.0307
H 0.39 4.57 -1.63 0.0574
Br -2.87 3.60 0.29 0.6278
C -1.44 4.03 1.59 -0.7856
C -1.93 4.72 2.77 -0.6533
Br -0.43 5.31 3.97 0.5948
H -0.61 4.53 1.09 0.0008
H -1.04 3.03 1.79 -0.0614
H -2.65 4.11 3.33 0.0701
H -2.39 5.64 2.40 0.0580
Br 0.00 0.68 3.23 0.7126
C 0.41 -0.56 1.73 -0.6031
C -0.84 -0.28 0.76 -0.5492
Br -0.13 -0.83 -1.02 0.9603
H 0.43 -1.60 2.05 0.0111
H 1.41 -0.35 1.34 0.0381
H -1.15 0.76 0.74 -0.0036
H -1.70 -0.94 0.90 0.0207
Br 2.38 -0.90 6.78 0.5686
C 2.05 -2.84 6.65 -0.6863
C 1.81 -3.36 5.23 -0.6755
Br 0.66 -4.91 5.40 0.6285
H 1.16 -2.96 7.28 0.0271
H 2.89 -3.38 7.09 0.0611
H 2.70 -3.64 4.67 0.0640
H 1.18 -2.67 4.66 0.0220
Br -3.25 0.52 -2.33 0.7051
C -2.43 1.15 -4.10 -0.5271
C -1.08 0.40 -4.18 -0.6785
Br -0.15 0.86 -5.93 0.6001
H -2.30 2.23 -4.00 0.0603
H -3.08 1.00 -4.96 0.0703
H -1.25 -0.66 -3.99 0.0366
H -0.41 0.66 -3.35 -0.0323
Br -0.71 -4.39 -2.19 0.5571
C -2.30 -4.03 -1.04 -0.6516
C -2.29 -4.78 0.32 -0.6416
Br -0.73 -4.14 1.21 0.6758
H -3.20 -4.35 -1.57 0.0637
H -2.21 -2.96 -0.86 -0.0150
H -2.24 -5.86 0.43 0.0641
H -3.12 -4.53 0.98 0.0497
C 7.08 3.03 1.32 -0.0465
C 7.56 1.78 1.26 -0.0983
C 6.83 0.73 0.89 0.0007
C 5.55 0.93 0.37 -0.1386
C 5.02 2.19 0.43 -0.0169
C 5.77 3.27 0.86 -0.0326
N 4.77 -0.23 0.00 -0.3257
O 5.13 -1.35 0.17 0.1154
O 3.67 -0.05 -0.60 -0.0351
H 7.61 3.90 1.69 0.1180
H 8.54 1.66 1.68 0.1247
H 7.20 -0.28 0.87 0.1291
H 4.03 2.39 0.05 0.0703
H 5.31 4.24 0.73 0.1085
C -8.02 -1.99 -0.87 -0.0650
C -7.58 -0.69 -0.92 -0.0678
C -6.37 -0.28 -0.38 -0.0330
C -5.61 -1.11 0.39 -0.1457
C -6.14 -2.41 0.59 0.0180
C -7.31 -2.88 -0.08 -0.0370
N -4.37 -0.69 1.07 -0.3437
O -3.98 0.46 0.92 -0.0096
O -3.87 -1.48 1.82 0.0864
H -8.82 -2.28 -1.54 0.1170
H -8.09 -0.16 -1.71 0.1148
H -5.99 0.67 -0.73 0.1002
H -5.56 -3.03 1.25 0.1031
H -7.63 -3.91 0.03 0.1081
```

Results
Multiplicity   2
Charge   +1
HOMO (alpha / beta)   -11.9 / -11.9 eV
HOMO-LUMO gap (alpha / beta)   8.6 / 3.3 eV
Total energy   -1019327.6131 eV

***

2.
This record from OMol25 describes a structure of composition C32H32Cl5N2O4PRuS. The level of theory is wB97M-V/def2-TZVPD.

```
78
Properties=species:S:1:pos:R:3:lowdin_charge:R:1
Ru -2.32 -0.31 0.71 1.0040
Cl -4.96 -1.21 2.74 0.5729
C -4.41 0.45 3.14 -0.6987
C -3.39 0.86 2.32 -0.3159
C -3.04 2.20 2.46 -0.7520
Cl -1.90 2.75 1.35 0.7433
C -3.51 2.99 3.55 -0.7014
Cl -2.60 4.40 3.89 0.6767
C -4.46 2.41 4.42 -0.6964
Cl -5.06 3.33 5.74 0.6553
C -5.02 1.14 4.14 -0.7445
Cl -6.28 0.45 5.06 0.6689
C -1.00 -2.48 2.97 -0.0260
C -1.22 -3.19 1.62 -0.2748
C -0.76 -4.56 1.46 -0.0087
C -0.94 -5.16 0.27 -0.0353
C -1.48 -4.50 -0.82 -0.1716
C -1.57 -5.13 -2.08 -0.0500
C -1.96 -4.33 -3.13 -0.0980
C -2.49 -3.07 -2.93 -0.1352
C -2.53 -2.44 -1.67 -0.6413
S -3.21 -0.87 -1.48 0.5245
C -1.91 -3.15 -0.57 -0.1999
N -1.73 -2.50 0.64 0.0238
H -0.57 -3.19 3.71 0.0809
H -1.95 -1.98 3.33 0.0777
H -0.29 -1.69 2.83 0.0150
H -0.34 -5.01 2.28 0.0767
H -0.68 -6.21 0.19 0.1175
H -1.12 -6.03 -2.31 0.0837
H -1.89 -4.75 -4.11 0.0941
H -2.94 -2.51 -3.71 0.0772
C -0.25 3.05 -2.32 0.1025
C 0.06 2.16 -3.36 -0.3114
C -0.65 0.93 -3.53 -0.0231
C -0.23 -0.09 -4.39 -0.0227
C 0.95 0.15 -5.17 -0.2219
C 1.45 1.47 -5.26 -0.0414
C 0.99 2.49 -4.40 -0.0263
C 1.38 -0.91 -6.13 -0.1707
N 1.76 -1.51 -7.07 0.1178
H -1.17 3.08 -1.72 0.0622
H 0.45 3.93 -2.22 0.0812
H -1.52 0.80 -2.82 0.0658
H -0.71 -1.02 -4.56 0.0954
H 2.21 1.65 -6.02 0.1109
H 1.22 3.51 -4.55 0.0858
C 2.82 0.70 -1.08 -0.0348
C 2.58 -0.59 -0.38 -0.5373
C 3.87 -1.30 0.03 -0.0266
C 1.69 -1.50 -1.26 -0.0224
O 1.91 -0.37 0.95 -0.1609
P 0.72 0.49 1.41 0.1523
O -0.31 0.33 0.26 -0.4636
O 0.36 0.18 2.77 -0.2502
O 1.24 1.98 1.23 -0.1978
C 2.09 2.76 2.12 -0.5782
C 3.41 2.03 2.47 -0.0123
C 1.32 3.07 3.38 -0.0448
C 2.35 4.03 1.33 -0.0265
H 2.99 0.59 -2.12 0.0799
H 3.58 1.31 -0.67 0.0692
H 1.97 1.33 -1.17 0.0621
H 4.39 -1.82 -0.74 0.0672
H 3.81 -2.05 0.83 0.0886
H 4.52 -0.46 0.41 0.0919
H 2.28 -1.79 -2.17 0.1006
H 0.76 -1.05 -1.60 0.0612
H 1.41 -2.38 -0.68 0.0838
H 3.21 1.10 2.95 0.0714
H 3.97 2.58 3.22 0.0826
H 4.05 1.87 1.62 0.0659
H 1.14 2.21 3.99 0.0767
H 0.34 3.49 3.25 0.0469
H 1.86 3.83 3.90 0.0725
H 2.67 3.68 0.41 0.0425
H 3.13 4.72 1.71 0.0976
H 1.44 4.63 1.14 0.0960
```

Results
Multiplicity   6
Charge   -1
Relative energy (zero: lowest compared OMol25 entry of this formula, charge and spin)   41.6 kcal per mole
HOMO (alpha / beta)   -4.6 / -4.9 eV
HOMO-LUMO gap (alpha / beta)   7.0 / 5.7 eV
Total energy   -130194.8155 eV

***

3.
This record from OMol25 describes a structure of composition C4H7N4S. The level of theory is wB97M-V/def2-TZVPD.

```
16
Properties=species:S:1:pos:R:3:lowdin_charge:R:1
C 1.86 1.10 0.16 -0.3764
C 3.07 -1.05 -0.25 -0.3584
C 1.15 0.00 -0.19 -0.2439
C -0.78 -0.15 -0.06 -0.2398
N 1.78 -1.21 -0.36 -0.0239
N -1.30 0.98 -0.26 0.0187
N -0.92 -1.46 0.30 0.1461
N -2.72 1.14 -0.09 0.0954
S 3.52 0.67 0.06 1.0147
H 1.79 2.13 0.47 0.0672
H 3.74 -1.87 -0.20 0.0724
H -0.06 -2.04 0.25 0.0995
H -1.81 -1.94 0.29 0.1094
H -3.45 0.36 -0.33 0.2063
H -2.90 1.89 -0.78 0.1644
H -2.97 1.46 0.99 0.2483
```

Results
Charge   +1
Relative energy (zero: lowest compared OMol25 entry of this formula, charge and spin)   34.8 kcal per mole
HOMO   -12.6 eV
HOMO-LUMO gap   8.7 eV
Total energy   -21047.1028 eV

***

4.
This record from OMol25 describes a structure of composition C49H45LaN9O2STe. The level of theory is wB97M-V/def2-TZVPD.

```
108
Properties=species:S:1:pos:R:3:lowdin_charge:R:1
La 0.11 -0.14 0.38 2.1234
S 5.60 5.83 0.01 1.0377
N 5.79 4.23 0.07 -0.2225
C 4.59 3.66 0.06 -0.3000
C 4.31 2.26 0.11 -0.0978
C 5.32 1.30 0.18 0.0008
C 4.97 -0.03 0.26 -0.0568
C 3.61 -0.37 0.26 -0.1591
N 2.63 0.52 0.17 -0.0722
C 2.95 1.84 0.09 -0.1819
C 1.88 2.81 -0.01 -0.1884
N 0.60 2.37 -0.10 -0.0972
C -0.37 3.27 -0.21 -0.1783
C -0.17 4.64 -0.21 -0.0653
C 1.13 5.12 -0.12 -0.0104
C 2.17 4.20 -0.04 -0.1013
C 3.54 4.61 0.00 -0.3011
N 3.99 5.86 -0.02 -0.2229
H 6.35 1.63 0.18 0.1202
H 5.72 -0.80 0.32 0.1045
H 3.32 -1.41 0.33 0.0876
H -1.38 2.88 -0.32 0.0797
H -1.00 5.32 -0.28 0.1016
H 1.36 6.17 -0.12 0.1174
N -4.09 1.57 0.84 0.1027
C -4.29 1.58 -0.51 -0.0631
C -3.27 0.86 -1.05 -0.1582
N -2.45 0.41 -0.05 -0.1162
C -2.98 0.85 1.08 -0.2109
H -4.68 2.01 1.53 0.1735
H -5.12 2.10 -0.96 0.1283
H -3.08 0.67 -2.09 0.1019
H -2.58 0.68 2.06 0.1215
C -8.14 -5.77 0.29 -0.0250
C -6.77 -5.21 0.22 -0.2368
C -5.67 -6.00 -0.08 0.0124
C -4.39 -5.46 -0.24 -0.2766
C -3.26 -6.38 -0.57 -0.0380
C -4.21 -4.09 -0.06 -0.2753
Te -2.61 -2.83 -0.87 1.8954
N -0.97 -2.46 0.17 -0.3930
C 0.23 -3.00 0.33 -0.6270
O 1.17 -2.23 0.63 -0.1894
C 0.58 -4.44 0.22 -0.1906
C -0.06 -5.41 0.98 -0.0591
C 0.39 -6.72 0.94 -0.0611
C 1.45 -7.07 0.12 -0.0491
C 2.08 -6.10 -0.64 -0.0483
C 1.67 -4.79 -0.56 -0.0174
C -1.83 -3.88 -2.57 -0.3299
C -1.08 -5.05 -2.50 -0.1273
C -0.57 -5.62 -3.66 -0.0478
C -0.80 -5.01 -4.88 -0.0363
C -1.52 -3.82 -4.94 -0.0227
C -2.03 -3.24 -3.80 -0.3218
C -2.75 -1.92 -3.89 -0.0915
C -5.28 -3.30 0.36 -0.3243
C -5.10 -1.85 0.70 -0.1050
C -6.54 -3.86 0.47 0.0034
H -8.12 -6.85 0.34 0.0850
H -8.72 -5.48 -0.59 0.0985
H -8.67 -5.38 1.16 0.0906
H -5.80 -7.06 -0.21 0.1299
H -3.42 -7.35 -0.10 0.0988
H -2.32 -5.97 -0.21 0.0366
H -3.20 -6.55 -1.65 0.0984
H -0.89 -5.12 1.62 0.1131
H -0.10 -7.46 1.56 0.1140
H 1.78 -8.10 0.09 0.1160
H 2.90 -6.37 -1.29 0.1168
H 2.19 -4.01 -1.12 0.1267
H -0.87 -5.52 -1.56 0.0707
H -0.01 -6.53 -3.60 0.1177
H -0.42 -5.44 -5.79 0.1192
H -1.68 -3.34 -5.90 0.1228
H -2.86 -1.62 -4.93 0.0930
H -2.18 -1.15 -3.36 0.0592
H -3.75 -1.99 -3.45 0.0726
H -4.11 -1.66 1.13 0.0411
H -5.86 -1.54 1.42 0.0951
H -5.22 -1.23 -0.19 0.0783
H -7.38 -3.23 0.74 0.1309
C 0.84 -1.35 6.94 0.0209
N 0.18 -1.38 5.66 -0.0465
N 0.17 -0.31 4.80 0.0738
C -0.24 -0.73 3.56 -0.3876
O -0.40 0.07 2.60 -0.2495
C -0.48 -2.12 3.68 0.0718
C -0.19 -2.48 4.97 -0.2301
C -0.24 -3.82 5.61 0.0132
C 0.18 1.04 5.22 -0.1958
C 0.86 1.98 4.44 -0.0009
C 0.79 3.32 4.80 -0.0484
C 0.08 3.72 5.91 -0.0588
C -0.59 2.78 6.68 -0.0579
C -0.54 1.44 6.33 -0.0218
H 1.19 -0.34 7.14 0.1002
H 1.70 -2.02 6.93 0.1086
H 0.16 -1.66 7.73 0.1098
H -0.83 -2.75 2.89 0.0955
H -0.63 -4.55 4.92 0.0879
H -0.86 -3.80 6.50 0.1000
H 0.76 -4.13 5.91 0.0989
H 1.41 1.67 3.57 0.1155
H 1.30 4.06 4.19 0.1149
H 0.03 4.76 6.18 0.1140
H -1.15 3.08 7.55 0.1148
H -1.09 0.71 6.91 0.1175
```

Results
Multiplicity   2
Charge   +2
Relative energy (zero: lowest compared OMol25 entry of this formula, charge and spin)   30.3 kcal per mole
HOMO (alpha / beta)   -8.5 / -12.0 eV
HOMO-LUMO gap (alpha / beta)   3.6 / 7.1 eV
Total energy   -88027.4971 eV

***

5.
This record from OMol25 describes a structure of composition C38H39F6N6O3PbS. The level of theory is wB97M-V/def2-TZVPD.

```
94
Properties=species:S:1:pos:R:3:lowdin_charge:R:1
Pb 5.81 -23.34 -2.79 1.5649
C 7.67 -29.39 -0.41 -0.0227
C 7.68 -28.06 -1.28 -0.2082
C 7.19 -28.16 -2.62 0.0322
C 7.15 -27.00 -3.42 -0.1226
C 6.64 -26.85 -4.80 0.0654
N 5.38 -27.05 -5.20 0.1218
C 4.20 -27.24 -4.28 -0.0965
C 3.66 -25.94 -3.65 -0.1731
C 2.97 -25.09 -4.69 -0.1245
N 2.42 -23.80 -4.16 0.1140
C 2.35 -22.67 -4.91 0.0507
C 2.45 -21.39 -4.45 -0.1301
C 2.08 -20.30 -5.29 0.1222
C 2.59 -19.03 -4.98 -0.2708
C 2.01 -17.83 -5.67 0.0004
C 3.70 -18.88 -4.25 0.0527
C 4.09 -19.96 -3.37 -0.0256
C 5.41 -19.87 -2.62 -0.0444
N 6.14 -20.82 -2.21 -0.0093
C 7.52 -20.56 -1.84 -0.2264
C 7.99 -21.03 -0.53 -0.1531
C 7.49 -22.42 -0.09 -0.2706
N 7.54 -23.48 -0.97 -0.0923
C 8.24 -24.48 -0.73 -0.0764
C 8.15 -25.68 -1.58 -0.0978
C 8.18 -26.86 -0.79 0.0176
C 7.69 -25.72 -2.95 -0.3703
O 7.57 -24.66 -3.65 -0.2222
C 3.27 -21.09 -3.33 -0.2968
O 3.35 -21.89 -2.28 -0.0492
H 8.52 -30.02 -0.70 0.0860
H 6.83 -29.95 -0.65 0.0357
H 7.63 -29.30 0.71 0.0961
H 6.64 -29.09 -2.95 0.1492
H 7.37 -26.68 -5.57 0.1520
H 5.24 -26.99 -6.25 0.2052
H 4.41 -28.01 -3.55 0.1279
H 3.33 -27.48 -4.93 0.1382
H 4.49 -25.49 -3.15 0.0107
H 3.08 -26.37 -2.93 0.1001
H 2.20 -25.65 -5.25 0.1510
H 3.73 -24.73 -5.40 0.1066
H 2.53 -23.73 -3.13 0.1482
H 2.31 -22.88 -5.93 0.1459
H 1.47 -20.55 -6.22 0.1852
H 0.93 -17.79 -5.41 0.1190
H 2.03 -18.03 -6.78 0.1229
H 2.62 -16.95 -5.40 0.0968
H 4.20 -17.84 -4.38 0.1840
H 5.96 -18.94 -2.69 0.1337
H 7.57 -19.51 -1.92 0.1067
H 8.24 -21.03 -2.54 0.1343
H 7.67 -20.40 0.36 0.1417
H 9.10 -20.91 -0.61 0.1408
H 6.45 -22.35 0.23 0.1173
H 7.96 -22.66 0.89 0.1304
H 8.82 -24.66 0.20 0.1564
H 8.58 -26.80 0.20 0.1209
C 7.96 -22.03 -5.57 0.0429
C 6.45 -22.06 -5.88 -0.4441
O 5.67 -22.31 -4.76 -0.3409
C 6.12 -23.20 -6.82 -0.4989
F 4.78 -23.36 -6.87 0.1226
F 6.70 -24.35 -6.44 0.1465
F 6.45 -22.98 -8.15 0.1384
C 6.06 -20.68 -6.32 -0.5409
F 6.55 -20.23 -7.46 0.2127
F 6.37 -19.79 -5.36 0.1534
F 4.69 -20.61 -6.51 0.1161
H 8.26 -23.01 -5.12 0.0890
H 8.15 -21.31 -4.75 0.0865
H 8.51 -21.72 -6.46 0.1145
S 2.26 -20.99 6.10 1.2629
C 4.01 -21.48 6.43 -0.4363
C 4.33 -21.92 7.75 -0.0570
C 5.63 -22.33 7.98 -0.1015
N 6.66 -22.37 7.09 0.1117
C 6.36 -22.01 5.85 -0.1057
C 5.05 -21.63 5.52 -0.0787
C 2.37 -19.30 5.77 -0.5330
C 3.64 -18.60 5.71 0.0019
C 3.64 -17.31 4.98 -0.0141
N 2.41 -16.74 4.58 0.0981
C 1.28 -17.44 4.78 -0.0526
C 1.18 -18.82 5.36 -0.0544
H 3.65 -21.68 8.65 0.1547
H 5.80 -22.70 8.96 0.1135
H 7.18 -21.95 5.20 0.1005
H 4.98 -21.38 4.48 0.1012
H 4.61 -18.99 5.94 0.0942
H 4.63 -16.93 4.65 0.1272
H 0.29 -17.02 4.58 0.1185
H 0.21 -19.39 5.51 0.1485
```

Results
Charge   +3
Relative energy (zero: lowest compared OMol25 entry of this formula, charge and spin)   148.7 kcal per mole
HOMO (alpha / beta)   -14.2 / -14.3 eV
HOMO-LUMO gap (alpha / beta)   4.2 / 3.6 eV
Total energy   -87478.8648 eV

***

6.
This record from OMol25 describes a structure of composition C4H7N3O. The level of theory is wB97M-V/def2-TZVPD.

```
15
Properties=species:S:1:pos:R:3:lowdin_charge:R:1
C -2.56 0.66 0.08 -0.3790
C -0.16 0.28 -0.01 -0.4577
C 2.07 -0.37 -0.07 -0.1921
C 1.22 -1.52 -0.53 -0.0800
H -2.92 2.82 0.27 0.1215
H -3.08 -0.64 0.00 0.1921
H 1.32 1.12 1.29 0.1852
H 2.61 0.32 -0.80 0.1396
H 2.68 -0.71 0.92 0.1656
H 0.82 -2.21 0.33 0.1504
H 1.54 -2.20 -1.53 0.1814
N -3.32 1.73 0.03 -0.0383
N -1.23 0.93 0.51 0.0453
N 1.05 0.47 0.50 0.0122
O -0.04 -0.68 -0.98 -0.0461
```

Results
Relative energy (zero: lowest compared OMol25 entry of this formula, charge and spin)   107.3 kcal per mole
HOMO   -8.3 eV
HOMO-LUMO gap   8.8 eV
Total energy   -10775.0943 eV

***

7.
This record from OMol25 describes an isolated molecule of C4H8OS. The level of theory is wB97M-V/def2-TZVPD.

```
14
Properties=species:S:1:pos:R:3:lowdin_charge:R:1
C 0.60 1.37 -0.12 -0.1716
C 0.58 -0.06 -0.22 -0.6901
C -0.49 -0.62 0.65 -0.1969
C -1.57 -1.34 -0.16 -0.0768
H 0.88 1.51 0.94 0.0840
H 1.03 2.12 -0.91 0.1380
H -0.36 1.79 -0.22 0.0570
H 0.22 -0.47 -1.16 0.0809
H 2.54 0.40 0.79 -0.0465
H -0.57 -0.13 1.63 0.1497
H -2.48 -2.06 0.03 0.1408
H -1.19 -1.79 -1.11 0.0989
O -1.60 0.16 -0.09 -0.1543
S 2.39 -0.88 -0.05 0.5869
```

Results
Relative energy (zero: lowest compared OMol25 entry of this formula, charge and spin)   103.7 kcal per mole
HOMO   -9.1 eV
HOMO-LUMO gap   10.0 eV
Structure (SMILES)   C[C@@H](S)[C@@H]1CO1
Total energy   -17155.9517 eV

***

8.
This record from OMol25 describes an isolated molecule of C5H11NO2. The level of theory is wB97M-V/def2-TZVPD.

```
19
Properties=species:S:1:pos:R:3:lowdin_charge:R:1
C -0.79 1.05 -0.33 -0.3862
C -0.55 -0.07 -1.28 -0.1445
C -0.41 -1.97 0.47 -0.1465
N 1.04 0.78 0.95 0.0296
C 0.30 -1.03 -0.48 -0.3713
C 1.49 -0.35 0.04 -0.2485
O -1.80 0.94 0.55 0.1201
O -0.52 2.33 -0.65 0.0899
H -1.85 1.74 1.09 0.1381
H -0.08 2.36 -1.51 0.1247
H 0.66 0.42 1.82 0.0869
H 1.67 1.58 1.03 0.0875
H -1.52 -0.51 -1.54 0.1300
H -0.04 0.34 -2.17 0.1134
H -1.22 -2.51 -0.04 0.0646
H -0.88 -1.51 1.36 0.0526
H 0.29 -2.72 0.85 0.0633
H 2.16 -1.02 0.59 0.0983
H 2.07 0.15 -0.75 0.0979
```

Results
Relative energy (zero: lowest compared OMol25 entry of this formula, charge and spin)   108.8 kcal per mole
HOMO (alpha / beta)   -5.3 / -5.3 eV
HOMO-LUMO gap (alpha / beta)   5.6 / 5.6 eV
Total energy   -10944.5499 eV

***

What is the total energy in the seventh record? -17155.9517 eV

***

Which value of total energy does entry 4 give? -88027.4971 eV